1.
Molecular formula: C5H2O
Method: DFT, ωB97M-V with the def2-TZVPD basis set

Last column: natural (NBO) charge in e.
Cartesian coordinates (Å):
O 0.4190 -1.1487 0.0219  -0.45
C -0.2934 -0.2229 -0.6918  0.29
C 1.5423 -0.4525 -0.0784  0.26
C 2.5777 0.1367 0.0155  -0.30
C -1.5069 0.0293 -0.0573  -0.22
C -2.6243 0.3703 0.2507  -0.06
H 3.4893 0.6598 -0.0196  0.24
H -3.6036 0.6281 0.5588  0.24

Properties
Relative energy (zero: lowest compared OMol25 entry of this formula, charge and spin) ... 396.3 kJ/mol
Energy ... -266.6678 Ha
Total charge ... 0
HOMO level (spin up / spin down) ... -9.0434 / -9.0439 eV
LUMO level (spin up / spin down) ... -1.249 / -1.249 eV


2.
Molecular formula: C5H2O6Ti
Method: DFT, ωB97M-V with the def2-TZVPD basis set

Last column: natural (NBO) charge in e.
Cartesian coordinates (Å):
O -0.0758 3.6059 -1.4112  -0.24
C -0.0758 2.5382 -1.0272  0.46
Ti -0.0758 -0.1854 -0.0477  0.87
O -0.0761 -1.3037 -2.8972  -0.06
C -0.0758 -0.8453 -1.8405  0.50
C -0.0757 -1.9122 0.5735  0.47
O -0.0756 -3.0019 0.9655  -0.07
C -1.9861 -0.1989 -0.0427  0.48
O -3.1356 -0.2683 -0.0174  -0.09
C 1.8346 -0.1991 -0.0424  0.46
O 2.9840 -0.2686 -0.0173  -0.10
O -0.0761 0.5580 1.7845  -0.82
H 0.5697 0.0280 2.3170  0.57
H 0.3400 1.4530 1.7033  0.58

Properties
Relative energy (zero: lowest compared OMol25 entry of this formula, charge and spin) ... 314.6 kJ/mol
2S+1 ... 2
Energy ... -1491.1696 Ha
Total charge ... +3
HOMO level (spin up / spin down) ... -25.7843 / -26.8674 eV
LUMO level (spin up / spin down) ... -18.114 / -17.877 eV
Expectation value of S² ... 0.76


3.
Molecular formula: C5H30N2O8S
Method: DFT, ωB97M-V with the def2-TZVPD basis set

Last column: natural (NBO) charge in e.
Cartesian coordinates (Å):
C 0.0356 0.0944 0.6764  -0.21
N 1.1105 -0.0838 1.6748  -0.68
C 2.4715 0.2589 1.1684  -0.26
C 3.2647 -0.8951 0.6364  -0.49
S 3.4744 -0.8102 -1.2525  -0.10
C -1.3353 -0.6625 0.9944  -0.25
N -1.9370 -0.0845 2.1882  -0.64
C -2.7443 -0.9379 3.2178  -0.43
H 0.3770 -0.2383 -0.2651  0.18
H -0.2326 1.1969 0.8439  0.20
H 1.2963 -1.0285 2.1561  0.36
H 2.6284 1.0269 0.3853  0.22
H 2.8670 0.6553 2.0258  0.19
H 2.8838 -1.9193 0.9738  0.21
H 4.2446 -0.8482 0.9781  0.22
H 2.1007 -0.3637 -1.5375  0.15
H -1.0024 -1.7817 0.9271  0.14
H -2.0863 -0.5664 0.2149  0.24
H -1.3127 0.2852 2.8781  0.36
H -3.1743 -1.7984 2.6412  0.19
H -3.5612 -0.3183 3.6271  0.21
H -2.0540 -1.4676 3.8804  0.19
H 1.3927 3.1204 -2.4838  0.47
H 0.3161 3.9751 -3.1134  0.51
O 0.6680 3.0184 -3.0018  -0.95
H -2.2411 1.2364 -2.0008  0.48
H -3.3499 1.4021 -0.8988  0.49
O -2.3436 1.5990 -1.0634  -0.97
H -2.0945 -4.1537 0.1127  0.47
H -1.5012 -3.3612 -1.1288  0.51
O -2.3207 -3.5936 -0.7021  -0.98
H -0.3459 0.3790 -3.9231  0.47
H 0.3672 1.3092 -2.9167  0.51
O 0.1819 0.3506 -3.0973  -1.00
H -3.7379 -1.7259 -1.7029  0.45
H -2.9277 -1.9149 -0.4068  0.51
O -3.3856 -1.3503 -1.0562  -0.98
H -0.5747 -1.3341 -1.6354  0.48
H -0.4037 -1.8774 -2.8714  0.49
O -0.4193 -2.2040 -1.9435  -0.95
H -1.5563 4.4363 0.0138  0.47
H -0.7623 3.1141 -0.1602  0.49
O -0.6247 4.1044 -0.2189  -0.96
H 2.3763 0.7408 4.0269  0.45
H 1.3672 1.6508 3.9749  0.47
O 2.0870 1.4709 4.6112  -0.92

Properties
Structure (SMILES) ... CNCCNCCS.O.O.O.O.O.O.O.O
Relative energy (zero: lowest compared OMol25 entry of this formula, charge and spin) ... 562.1 kJ/mol
Energy ... -1317.9469 Ha
Total charge ... 0
HOMO level ... -8.6755 eV
LUMO level ... 0.140 eV


4.
Molecular formula: C5H30N2O9
Method: DFT, ωB97M-V with the def2-TZVPD basis set

Last column: natural (NBO) charge in e.
Cartesian coordinates (Å):
N -1.0233 -0.6370 -0.3794  -0.87
C -1.1727 0.4088 0.6189  -0.06
C -1.2203 -0.2970 1.9958  -0.43
C -1.3240 0.6685 3.1542  -0.18
C -0.4696 1.0660 4.0874  -0.39
C -0.0497 1.4629 0.6627  -0.28
N 0.5660 1.7254 -0.6364  -0.86
H -0.0618 -0.8574 -0.6105  0.37
H -1.4723 -0.3915 -1.2450  0.37
H -2.1529 0.8729 0.4702  0.18
H -0.3093 -0.8857 2.0316  0.19
H -2.1520 -0.8571 2.0565  0.21
H -2.1868 1.3305 3.0388  0.18
H 0.4778 0.5799 4.2847  0.20
H -0.7140 1.8331 4.8066  0.20
H 0.6740 1.1971 1.4394  0.21
H -0.3746 2.4334 1.0338  0.21
H 1.1531 0.9380 -0.8903  0.37
H -0.1031 1.6821 -1.3994  0.36
H 4.6522 -0.9482 -2.3636  0.46
H 3.5568 -0.2842 -1.5032  0.50
O 3.6962 -0.8645 -2.2816  -0.99
H -1.7021 4.2010 -0.5603  0.47
H -0.2779 4.3760 0.1084  0.48
O -1.1929 4.6649 0.1067  -0.95
H 2.9980 0.3408 0.5534  0.49
H 3.2675 1.6562 -0.1507  0.49
O 3.6389 0.7718 -0.0325  -0.96
H 1.5490 -1.4075 2.4879  0.48
H 2.8069 -0.9005 3.2144  0.48
O 2.0898 -0.6164 2.6416  -0.98
H -3.7135 -2.5078 -2.1067  0.49
H -2.9796 -2.6118 -0.7787  0.49
O -2.9531 -2.9325 -1.6899  -0.95
H -1.4502 -2.2094 -2.3466  0.51
H -1.3116 -2.1602 -3.8746  0.49
O -1.0631 -1.6774 -3.0785  -0.99
H 1.6979 -3.1990 1.7074  0.47
H 0.5566 -3.5967 2.5474  0.48
O 1.4800 -3.3211 2.6444  -0.93
H 0.9748 -0.5826 -3.0393  0.49
H 2.1255 0.3749 -3.5018  0.49
O 1.4056 0.2636 -2.8794  -0.98
H -2.1030 -0.2961 -3.4978  0.49
H -3.0181 0.8862 -3.0534  0.46
O -2.8152 0.3076 -3.7927  -0.97

Properties
Structure (SMILES) ... C=CC[C@H](N)CN.O.O.O.O.O.O.O.O.O
Relative energy (zero: lowest compared OMol25 entry of this formula, charge and spin) ... 195.9 kJ/mol
Energy ... -995.1327 Ha
Total charge ... 0
HOMO level ... -9.1616 eV
LUMO level ... 0.012 eV


5.
Molecular formula: C5H30NO9
Method: DFT, ωB97M-V with the def2-TZVPD basis set

Last column: natural (NBO) charge in e.
Cartesian coordinates (Å):
C 1.9142 -0.3509 -3.6024  -0.61
C 1.3342 0.3835 -2.2415  -0.39
C 0.1147 -0.3331 -1.6088  -0.50
C -0.3491 0.2780 -0.2927  0.16
C -0.5222 1.4748 0.1162  -0.38
N -0.9078 -0.7736 0.6851  -0.77
H 3.0291 -0.5130 -3.7012  0.22
H 1.4488 -1.3154 -3.5517  0.20
H 1.7968 0.1283 -4.5605  0.23
H 2.1381 0.4182 -1.5300  0.20
H 1.1611 1.4767 -2.5429  0.20
H 0.3531 -1.3776 -1.6909  0.24
H -0.8939 -0.3387 -2.3330  0.27
H -1.1900 1.6014 0.9647  0.22
H -0.2834 2.4002 -0.4125  0.23
H -0.8675 -0.5623 1.7147  0.49
H -2.0147 -1.0719 0.5050  0.47
H -0.3146 -1.5602 0.4972  0.45
H 3.3471 -1.9153 1.5524  0.49
H 2.5665 -1.2196 2.5901  0.46
O 2.9415 -1.1065 1.8272  -0.94
H 3.1508 1.5471 1.0115  0.47
H 3.0251 0.6460 2.1974  0.48
O 3.2614 1.4976 1.9706  -0.94
H -2.6524 4.0395 -1.9226  0.51
H -1.1698 3.5907 -2.2584  0.46
O -1.9356 3.3219 -2.0075  -0.94
H 0.8920 1.5264 3.3484  0.48
H 1.3165 1.4987 1.9612  0.50
O 0.7091 1.0540 2.5714  -0.98
H 2.4569 -3.4921 -0.6958  0.48
H 1.2369 -4.3764 -0.2060  0.49
O 1.7570 -3.5315 -0.0753  -0.97
H -1.9401 1.9090 -2.8152  0.49
H -0.8321 2.2133 -3.8525  0.46
O -1.4871 1.5610 -3.5784  -0.96
H -1.5082 -2.0072 3.0272  0.48
H -0.2993 -2.8017 3.6167  0.49
O -0.4477 -2.3668 2.7492  -0.96
H -3.2580 0.7075 3.4175  0.51
H -1.6013 0.9332 3.5908  0.51
O -2.3549 0.4418 3.3725  -1.01
H -4.2280 -0.5496 1.1993  0.49
H -4.7641 -1.6656 0.2429  0.48
O -4.1292 -1.4201 0.7508  -0.95

Properties
Relative energy (zero: lowest compared OMol25 entry of this formula, charge and spin) ... 645.4 kJ/mol
Energy ... -940.0095 Ha
Total charge ... +1
HOMO level ... -13.0440 eV
LUMO level ... -2.710 eV


6.
Molecular formula: C5H30O12
Method: DFT, ωB97M-V with the def2-TZVPD basis set

Last column: natural (NBO) charge in e.
Cartesian coordinates (Å):
O -0.1777 1.2599 1.1183  -0.63
C 0.6174 0.4268 0.8539  0.83
O 1.8910 0.6900 0.7178  -0.76
C 0.6376 -1.0849 1.0511  -0.54
C 0.7093 -1.7707 -0.3401  -0.21
C -0.0981 -1.1645 -1.5023  -0.66
C 0.7001 -3.2146 -0.1253  -0.61
H 2.1261 1.6338 0.3749  0.52
H 1.5894 -1.2773 1.5200  0.23
H -0.3737 -1.3051 1.6642  0.28
H 1.8720 -1.5887 -0.6065  0.19
H -0.0023 -1.5687 -2.5017  0.23
H -1.1980 -1.1699 -1.3108  0.25
H 0.1318 -0.1394 -1.6619  0.20
H 1.6063 -3.5895 0.4075  0.21
H -0.1630 -3.5923 0.5367  0.19
H 0.5628 -3.8127 -0.9809  0.22
H -3.3044 1.4734 -0.9472  0.46
H -3.7895 2.8297 -1.4451  0.47
O -4.0089 2.0144 -0.9353  -0.94
H -1.3555 -1.2783 4.8635  0.46
H -1.6138 -0.2306 3.8393  0.51
O -1.9025 -1.0297 4.2608  -0.93
H -1.9311 0.8047 1.3543  0.52
H -3.1530 -0.2583 1.6047  0.48
O -2.2861 0.0387 1.8634  -1.01
H 4.4943 2.9602 -2.4362  0.48
H 3.6725 2.4697 -1.1949  0.51
O 3.6058 3.1214 -2.0654  -1.03
H 2.3028 4.7598 -1.9297  0.48
H 1.3341 3.6922 -2.4795  0.49
O 1.4333 4.4817 -1.8473  -0.96
H 3.8393 0.7663 -0.0127  0.51
H 4.8133 1.8835 0.6922  0.49
O 4.6403 1.3899 -0.1066  -0.96
H 1.9263 3.7728 0.0695  0.52
H 3.3057 3.7037 -0.3512  0.49
O 2.8505 3.2215 0.3306  -0.99
H -4.2408 -0.7614 -3.2786  0.45
H -4.1602 -1.7203 -2.2391  0.48
O -3.7455 -1.5675 -3.0588  -0.93
H -2.1292 -1.9285 2.7828  0.52
H -1.9669 -3.3959 2.2309  0.48
O -1.9621 -2.4775 1.9722  -0.99
H -1.9110 -2.9457 -0.6506  0.46
H -2.4626 -2.1067 0.4446  0.50
O -2.7260 -2.4152 -0.5457  -1.00

Properties
Structure (SMILES) ... CC(C)CC(=O)O.O.O.O.O.O.O.O.O.O.O
Relative energy (zero: lowest compared OMol25 entry of this formula, charge and spin) ... 221.2 kJ/mol
Energy ... -1111.2733 Ha
Total charge ... 0
HOMO level ... -9.9872 eV
LUMO level ... 0.167 eV